# 1
# C41H35BN13OZr

C41H35BN13OZr as an isolated structure (ωB97M-V/def2-TZVPD, the OMol25 dataset).

The calculation puts the HOMO-LUMO gap (alpha / beta) at 4.7103 / 6.1475 eV. The net charge is +2. The value obtained for the LUMO energy (alpha / beta) is -6.8 / -6.7 eV. As for the multiplicity: 2. The calculation puts the HOMO energy (alpha / beta) at -11.46 / -12.89 eV. The total energy is -66449.7012 eV. The value obtained for the relative energy (zero: lowest compared OMol25 entry of this formula, charge and spin) is 0.0 kJ/mol. The expectation value of S² is 0.777.

Atoms and positions in Å:
Zr (-0.79113, -0.13360, -0.85046)
C (0.64536, -4.40466, -0.92788)
C (-0.34501, -3.43942, -0.79436)
N (0.18705, -2.24583, -0.89935)
N (1.57889, -2.38487, -0.96115)
C (1.78759, -3.72196, -1.08313)
B (2.46467, -1.19958, -1.02532)
N (2.28110, -0.63115, 0.63637)
C (2.88517, -1.27914, 1.60189)
C (2.45654, -1.14301, 2.93253)
C (1.50002, -0.20839, 3.13064)
N (1.13866, 0.16042, 0.78266)
N (2.08851, -0.06194, -1.85944)
C (2.94430, 0.73146, -2.43950)
C (2.26953, 1.65275, -3.20774)
C (0.93645, 1.41524, -2.94651)
N (0.83385, 0.31572, -2.18088)
N (3.92138, -1.54125, -1.28665)
C (4.40753, -2.25167, -2.30902)
C (5.73341, -2.24670, -2.25460)
C (6.05323, -1.30852, -1.24961)
N (4.91163, -0.86607, -0.65312)
H (0.54967, -5.47274, -0.88983)
H (-1.39847, -3.62583, -0.56683)
H (2.73464, -4.13756, -1.21406)
H (3.73116, -1.81779, 1.17454)
H (2.99456, -1.72540, 3.69201)
H (1.15067, 0.21964, 4.09258)
H (3.98619, 0.68930, -2.28194)
H (2.77491, 2.41088, -3.75530)
H (0.05726, 1.85820, -3.32078)
H (3.71636, -2.74510, -2.98038)
H (6.45909, -2.82191, -2.90642)
H (6.95086, -0.84293, -0.93502)
C (-3.67409, 2.98035, -2.58175)
C (-2.66943, 2.32943, -1.65522)
N (-2.29370, 1.03570, -1.85523)
N (-2.88131, 0.46911, -2.96057)
C (-2.70008, -0.81941, -2.97703)
O (-2.05990, -1.36261, -1.91936)
C (-2.99565, -1.76759, -4.09940)
C (-2.90439, -1.34906, -5.38093)
C (-3.19857, -2.22082, -6.38020)
C (-3.47427, -3.57188, -6.07121)
C (-3.48054, -4.04428, -4.76605)
C (-3.21020, -3.11658, -3.74858)
C (-2.13724, 2.84775, -0.48645)
C (-2.57704, 3.99164, 0.12356)
C (-2.37683, 4.23810, 1.47961)
C (-1.50171, 3.43984, 2.06090)
C (-0.97160, 2.24518, 1.41919)
N (-1.26039, 1.90981, 0.14415)
H (-3.50672, 2.67584, -3.61581)
H (-3.60199, 4.03993, -2.46133)
H (-4.70001, 2.59495, -2.36055)
H (-2.59676, -0.37226, -5.64153)
H (-3.24120, -1.92634, -7.40288)
H (-3.70208, -4.19876, -6.89607)
H (-3.71542, -5.07596, -4.52859)
H (-3.26038, -3.31742, -2.72870)
H (-3.16106, 4.70420, -0.45538)
H (-2.83249, 5.05245, 2.03963)
H (-1.36909, 3.59737, 3.11341)
H (-0.68432, 1.20887, 3.25440)
N (4.32734, 6.23856, 5.31090)
C (3.66971, 5.40597, 4.83187)
C (2.69456, 4.46106, 4.32279)
C (2.65474, 4.27867, 2.87830)
C (1.76565, 3.39259, 2.34454)
C (0.96035, 2.58298, 3.14977)
C (0.93371, 2.84440, 4.47413)
C (1.83031, 3.75125, 5.09054)
C (-0.01251, 1.59740, 2.47627)
C (0.89809, 0.48691, 2.02802)
H (3.44579, 4.68013, 2.25581)
H (1.87220, 3.13300, 1.29308)
H (0.15408, 2.36678, 5.10567)
H (1.87713, 3.88983, 6.15338)
N (-2.34988, -1.09344, 0.86770)
C (-2.08168, -1.41705, 2.23062)
C (-1.03817, -2.27171, 2.52658)
C (-0.76801, -2.58239, 3.84007)
C (-1.59005, -1.99132, 4.88220)
C (-2.62927, -1.11710, 4.52737)
C (-2.81444, -0.79876, 3.18213)
H (-2.72648, -1.91996, 0.40196)
H (-3.12392, -0.41846, 0.91675)
H (-0.46060, -2.65298, 1.67322)
H (0.00215, -3.33074, 4.03043)
H (-1.52445, -2.20668, 5.93326)
H (-3.17757, -0.66922, 5.35191)
H (-3.64592, -0.05387, 2.99472)

Mulliken population analysis, charges in e, atoms 1 to 6: 1.071 -1.493 -0.376 0.445 0.060 -0.032



# 2
# C4H10N2

A 2-piece molecular cluster, C4H10N2 overall (ωB97M-V/def2-TZVPD, the OMol25 dataset).

The calculation puts the HOMO-LUMO gap at 10.1328 eV. The value obtained for the LUMO energy is 0.8 eV. As for the SMILES: [H]/N=C/N.C=CC. The calculation puts the HOMO energy at -9.29 eV. The total energy is -7288.9972 eV. The value obtained for the relative energy (zero: lowest compared OMol25 entry of this formula, charge and spin) is 156.5 kJ/mol.

Atoms and positions in Å:
H (-5.16402, 0.04629, 2.10276)
N (-4.20478, -0.25077, 2.25827)
C (-3.48564, 0.13594, 1.27989)
N (-2.13709, -0.14472, 1.29216)
H (-3.91073, 0.30182, 0.29329)
H (-1.82557, -0.34499, 2.23663)
H (-1.52129, 0.35427, 0.67507)
C (1.73812, -1.14456, -1.15052)
C (2.47709, -0.20712, -1.71758)
C (3.07152, 0.90037, -0.88995)
H (1.30578, -2.02772, -1.60982)
H (1.35500, -1.04605, -0.13958)
H (2.58896, -0.06471, -2.78559)
H (4.04728, 0.58847, -0.50272)
H (2.51520, 1.04370, 0.04123)
H (3.15016, 1.85978, -1.38355)

natural (NBO) population analysis, charges in e, atoms 1 to 6: 0.338 -0.712 0.262 -0.820 0.152 0.393



# 3
# C25H33N5O3

One molecule with the formula C25H33N5O3 (ωB97M-V/def2-TZVPD, the OMol25 dataset).

The calculation puts the HOMO-LUMO gap at 8.1132 eV. The value obtained for the LUMO energy is 0.4 eV. As for the SMILES: CCN(CC)CC(=O)Nc1ccc(-c2nc3cc(NC(=O)CN(CC)CC)ccc3o2)cc1. The calculation puts the HOMO energy at -7.71 eV. The total energy is -40055.0745 eV. The value obtained for the relative energy (zero: lowest compared OMol25 entry of this formula, charge and spin) is 51.0 kJ/mol.

Atoms and positions in Å:
C (10.59756, 0.56652, 0.97759)
C (9.15258, 1.05876, 0.85925)
N (8.27179, 0.24997, 0.03157)
C (8.65404, 0.21999, -1.37333)
C (7.49022, -0.17103, -2.27751)
C (8.00660, -1.07512, 0.56546)
C (6.53182, -1.47004, 0.44002)
O (6.16863, -2.62445, 0.44249)
N (5.73174, -0.37422, 0.38053)
C (4.35203, -0.28374, 0.25612)
C (3.51610, -1.40064, 0.29963)
C (2.15263, -1.24447, 0.18114)
C (1.59327, 0.02445, 0.01669)
C (0.16167, 0.16686, -0.10007)
N (-0.70345, -0.79771, -0.04798)
C (-1.92770, -0.20061, -0.19738)
C (-3.20808, -0.73518, -0.21913)
C (-4.25937, 0.15439, -0.38806)
N (-5.58869, -0.26721, -0.42423)
C (-6.11346, -1.50299, -0.23346)
O (-5.49489, -2.52326, -0.03151)
C (-7.64229, -1.48095, -0.34298)
N (-8.18052, -0.17408, -0.01052)
C (-8.17935, 0.04740, 1.43150)
C (-8.27995, 1.52552, 1.79116)
C (-9.43318, 0.13219, -0.68260)
C (-10.62757, -0.76087, -0.33434)
C (-4.03082, 1.53349, -0.53372)
C (-2.76083, 2.07367, -0.51421)
C (-1.71549, 1.18740, -0.34268)
O (-0.37914, 1.40852, -0.27850)
C (2.43058, 1.14025, -0.02864)
C (3.79355, 0.98582, 0.09058)
H (10.62874, -0.44674, 1.37135)
H (11.15033, 1.21503, 1.65207)
H (11.09089, 0.57848, 0.00897)
H (8.70530, 1.10878, 1.85682)
H (9.14995, 2.07131, 0.44413)
H (9.48798, -0.47911, -1.54852)
H (8.99194, 1.22351, -1.64460)
H (7.81768, -0.15321, -3.31417)
H (7.13453, -1.17238, -2.04949)
H (6.66298, 0.52522, -2.16520)
H (8.22906, -1.09399, 1.63658)
H (8.61086, -1.86064, 0.09122)
H (6.26082, 0.49381, 0.32153)
H (3.94960, -2.37886, 0.42419)
H (1.49245, -2.09599, 0.21420)
H (-3.37802, -1.79123, -0.10660)
H (-6.29711, 0.45394, -0.53462)
H (-7.88414, -1.71389, -1.38426)
H (-8.03657, -2.29522, 0.28228)
H (-7.22869, -0.33885, 1.80917)
H (-8.98282, -0.51196, 1.93477)
H (-9.26702, 1.92491, 1.57392)
H (-8.09072, 1.65258, 2.85385)
H (-7.54140, 2.09982, 1.23722)
H (-9.23983, 0.06557, -1.75802)
H (-9.68193, 1.17165, -0.45886)
H (-10.88772, -0.67378, 0.71761)
H (-10.40850, -1.80294, -0.55423)
H (-11.48928, -0.45847, -0.92356)
H (-4.88028, 2.18820, -0.66562)
H (-2.59290, 3.13270, -0.62608)
H (2.00197, 2.12256, -0.15659)
H (4.44180, 1.85059, 0.05760)

natural (NBO) population analysis, charges in e, atoms 1 to 6: -0.637 -0.199 -0.473 -0.212 -0.615 -0.325